Version a
An isolated molecule of C3H5N3O. Source: OMol25; level of theory: wB97M-V/def2-TZVPD.

SMILES = [H]/N=C/NC(=O)/C=N/[H]
HOMO energy = -8.85 eV
HOMO-LUMO gap = 9.746 eV

The geometry in XYZ format:
```
12
Properties=species:S:1:pos:R:3:mulliken_charge:R:1
H 1.873 2.382 -2.091 0.267
N 1.601 1.596 -1.501 -0.522
C 0.407 1.529 -1.152 -0.016
N -0.030 0.062 -0.464 -0.293
C -0.867 0.200 0.522 0.409
O -1.759 0.920 0.832 -0.539
C -0.745 -1.528 1.130 -0.040
N 0.356 -2.107 1.136 -0.563
H 0.426 -2.996 1.635 0.252
H -0.411 2.249 -1.276 0.345
H 0.845 -0.438 -0.326 0.351
H -1.696 -1.869 1.556 0.349
```

***

Version b
An isolated molecule of C3H5N3O. Source: OMol25; level of theory: wB97M-V/def2-TZVPD.

SMILES = Nc1cnc(O)[nH]1
HOMO energy = -8.10 eV
HOMO-LUMO gap = 8.951 eV

The geometry in XYZ format:
```
12
Properties=species:S:1:pos:R:3:mulliken_charge:R:1
N -1.759 -1.007 -0.690 -0.545
C -0.550 -0.372 -0.361 0.331
C 0.628 -0.137 -1.004 -0.501
N 1.498 0.513 -0.173 -0.650
C 0.852 0.675 0.948 0.364
O 1.532 1.314 1.906 -0.510
N -0.392 0.171 0.928 -0.032
H -2.372 -0.406 -1.228 0.252
H -1.607 -1.856 -1.220 0.271
H 0.912 -0.396 -2.017 0.385
H 2.290 1.388 1.285 0.437
H -1.065 0.125 1.676 0.199
```

***

Stability check: which of them is least stable? version a.

***

Version a
An isolated molecule of C3H5N3O. Source: OMol25; level of theory: wB97M-V/def2-TZVPD.

SMILES = CNc1conn1
HOMO energy = -8.67 eV
HOMO-LUMO gap = 9.476 eV

The geometry in XYZ format:
```
12
Properties=species:S:1:pos:R:3:mulliken_charge:R:1
C 1.927 -1.378 0.488 -0.695
N 0.663 -1.452 -0.276 -0.288
C -0.089 -0.339 -0.076 0.253
C -1.365 -0.066 -0.496 -0.100
O -1.567 1.292 -0.289 -0.107
N -0.356 1.776 0.201 -0.373
N 0.392 0.797 0.332 -0.080
H 2.371 -2.502 0.543 0.289
H 1.684 -1.100 1.598 0.266
H 2.808 -0.832 -0.098 0.223
H 0.186 -2.340 -0.283 0.278
H -2.244 -0.709 -0.740 0.335
```

***

Version b
An isolated molecule of C3H5N3O. Source: OMol25; level of theory: wB97M-V/def2-TZVPD.

SMILES = OCc1nc[nH]n1
HOMO energy = -10.04 eV
HOMO-LUMO gap = 10.839 eV

The geometry in XYZ format:
```
12
Properties=species:S:1:pos:R:3:mulliken_charge:R:1
O -2.249 0.836 -0.598 -0.522
C -1.690 -0.191 0.184 -0.239
C -0.192 -0.195 0.105 0.429
N 0.608 -1.260 0.390 -0.575
C 1.812 -0.774 0.175 -0.026
N 1.736 0.515 -0.196 0.128
N 0.449 0.900 -0.253 -0.608
H -1.619 1.571 -0.597 0.353
H -2.077 -1.147 -0.181 0.251
H -1.987 -0.099 1.241 0.174
H 2.749 -1.309 0.214 0.416
H 2.460 1.154 -0.484 0.219
```

***

Stability check: which of them is least stable? version a.

***

Version a
An isolated molecule of C3H5N3O. Source: OMol25; level of theory: wB97M-V/def2-TZVPD.

HOMO energy (alpha / beta) = -7.60 / -7.60 eV
HOMO-LUMO gap (alpha / beta) = 8.213 / 8.216 eV

The geometry in XYZ format:
```
12
Properties=species:S:1:pos:R:3:mulliken_charge:R:1
C -0.296 1.531 -0.038 0.207
C -1.416 -0.521 -0.054 0.029
C 0.879 -0.390 0.323 -0.034
N 0.862 0.996 0.011 -0.557
N -1.433 0.867 0.055 -0.109
N 1.863 -1.235 -0.128 -0.478
O -2.384 -1.209 -0.252 -0.474
H -0.367 2.685 -0.183 0.292
H 0.571 -0.598 1.368 0.327
H -2.206 1.348 -0.437 0.269
H 1.754 -1.461 -1.133 0.256
H 2.172 -2.015 0.468 0.272
```

***

Version b
An isolated molecule of C3H5N3O. Source: OMol25; level of theory: wB97M-V/def2-TZVPD.

SMILES = C=C(N)ON1C=N1
HOMO energy = -8.21 eV
HOMO-LUMO gap = 9.013 eV

The geometry in XYZ format:
```
12
Properties=species:S:1:pos:R:3:mulliken_charge:R:1
C -0.516 -0.684 0.409 -0.876
C -0.094 0.523 0.033 0.632
N -0.860 1.670 -0.020 -0.487
O 1.196 0.786 -0.366 -0.212
N 2.174 0.154 0.485 -0.231
C 3.039 -0.638 -0.273 0.374
N 3.538 0.474 -0.021 -0.471
H -1.529 -0.822 0.736 0.239
H 0.158 -1.511 0.506 0.263
H -0.467 2.408 -0.584 0.249
H -1.850 1.532 -0.137 0.216
H 3.076 -1.564 -0.793 0.304
```

***

Stability check: which of them is least stable? version b.

***

Version a
A cluster of 2 separate species, C3H5N3O in total. Source: OMol25; level of theory: wB97M-V/def2-TZVPD.

HOMO energy = -9.11 eV
HOMO-LUMO gap = 9.346 eV

The geometry in XYZ format:
```
12
Properties=species:S:1:pos:R:3:mulliken_charge:R:1
N -1.662 -0.863 0.943 -0.476
C -0.582 -1.625 1.165 0.483
N 0.385 -2.236 1.379 -0.529
C 1.594 0.575 -0.008 -0.449
O 1.661 -0.574 -0.610 -0.313
C 0.721 1.492 -0.772 0.221
N -0.550 1.384 -0.680 -0.592
H -2.476 -1.375 0.626 0.264
H -1.443 -0.026 0.383 0.376
H 2.103 -1.212 -0.018 0.441
H 1.229 2.332 -1.262 0.381
H -1.023 2.168 -1.128 0.193
```

***

Version b
An isolated molecule of C3H5N3O. Source: OMol25; level of theory: wB97M-V/def2-TZVPD.

SMILES = [H]/N=c1/ncon1C
HOMO energy = -9.34 eV
HOMO-LUMO gap = 10.104 eV

The geometry in XYZ format:
```
12
Properties=species:S:1:pos:R:3:mulliken_charge:R:1
H -2.403 0.949 0.609 0.248
N -1.677 0.381 1.239 -0.605
C -0.443 0.347 0.861 0.484
N 0.475 -0.395 1.749 -0.459
C 1.589 -0.177 1.147 0.176
O 1.508 0.160 -0.108 -0.276
N 0.131 0.628 -0.337 -0.096
C -0.310 -0.190 -1.443 -0.874
H 2.443 -0.650 1.617 0.385
H -0.147 -1.214 -1.268 0.362
H -1.292 -0.044 -1.683 0.393
H 0.125 0.206 -2.382 0.262
```

***

Stability check: which of them is least stable? version a.

***

Version a
An isolated molecule of C3H5N3O. Source: OMol25; level of theory: wB97M-V/def2-TZVPD.

SMILES = NCc1cnon1
HOMO energy = -10.23 eV
HOMO-LUMO gap = 11.035 eV

The geometry in XYZ format:
```
12
Properties=species:S:1:pos:R:3:mulliken_charge:R:1
N 2.365 0.540 -0.385 -0.590
C 1.702 -0.562 0.345 -0.471
C 0.125 -0.382 0.233 0.347
C -0.503 1.006 0.236 0.018
N -1.734 0.939 0.026 -0.328
O -1.953 -0.409 -0.236 -0.037
N -0.898 -1.142 -0.146 -0.385
H 2.368 0.231 -1.317 0.226
H 3.397 0.635 -0.207 0.251
H 1.971 -0.589 1.396 0.327
H 1.931 -1.739 0.116 0.259
H -0.118 2.002 0.538 0.383
```

***

Version b
A cluster of 2 separate species, C3H5N3O in total. Source: OMol25; level of theory: wB97M-V/def2-TZVPD.

SMILES = N#CCO.N=C=N
HOMO energy = -10.25 eV
HOMO-LUMO gap = 10.958 eV

The geometry in XYZ format:
```
12
Properties=species:S:1:pos:R:3:mulliken_charge:R:1
N 0.187 1.417 -0.784 -0.467
C -0.549 0.647 -0.332 0.361
C -1.757 -0.100 0.053 -0.207
O -2.863 0.716 -0.259 -0.504
H -1.776 -1.068 -0.466 0.222
H -1.774 -0.294 1.127 0.267
H -2.738 1.027 -1.166 0.327
N 2.757 0.510 -0.253 -0.461
C 1.941 -0.338 0.003 0.552
N 1.119 -1.171 0.413 -0.612
H 3.535 0.359 -0.861 0.266
H 1.937 -1.768 0.697 0.256
```

***

Stability check: which of them is least stable? version a.

***

Version a
An isolated molecule of C3H5N3O. Source: OMol25; level of theory: wB97M-V/def2-TZVPD.

SMILES = O=C1CNN=CN1
HOMO energy = -8.74 eV
HOMO-LUMO gap = 9.507 eV

The geometry in XYZ format:
```
12
Properties=species:S:1:pos:R:3:mulliken_charge:R:1
O -0.567 -2.245 0.709 -0.651
C -0.241 -1.108 0.313 0.543
C 0.694 -0.603 -0.760 -0.435
N -0.228 0.528 -1.219 -0.307
N -0.176 1.569 -0.303 -0.470
C -0.234 1.159 0.866 0.022
N -0.617 -0.078 1.078 -0.103
H 1.043 -1.368 -1.559 0.282
H 1.684 -0.116 -0.390 0.226
H -0.223 0.973 -2.337 0.306
H -0.041 1.857 1.771 0.331
H -1.093 -0.570 1.832 0.256
```

***

Version b
An isolated molecule of C3H5N3O. Source: OMol25; level of theory: wB97M-V/def2-TZVPD.

SMILES = [H]/N=C1\CN=CN1O
HOMO energy = -9.74 eV
HOMO-LUMO gap = 10.495 eV

The geometry in XYZ format:
```
12
Properties=species:S:1:pos:R:3:mulliken_charge:R:1
H -0.793 2.412 -0.482 0.250
N -1.150 1.442 0.049 -0.839
C -0.342 0.390 0.179 0.630
C 1.130 0.589 0.033 -0.285
N 1.537 -0.694 -0.079 -0.446
C 0.538 -1.537 0.014 -0.179
N -0.707 -0.874 0.572 -0.080
O -1.905 -1.241 -0.187 -0.470
H 1.571 1.271 -0.657 0.354
H 1.533 0.900 0.967 0.228
H 0.908 -2.475 -0.301 0.423
H -2.320 -0.181 -0.109 0.414
```

***

Stability check: which of them is least stable? version b.

***

Version a
An isolated molecule of C3H5N3O. Source: OMol25; level of theory: wB97M-V/def2-TZVPD.

SMILES = Cc1nnc(N)o1
HOMO energy = -8.95 eV
HOMO-LUMO gap = 9.574 eV

The geometry in XYZ format:
```
12
Properties=species:S:1:pos:R:3:mulliken_charge:R:1
C -1.353 -1.513 0.695 -0.989
C -0.277 -0.894 0.017 0.793
N 0.862 -1.170 -0.621 -0.363
N 1.600 -0.163 -1.104 -0.492
C 0.946 0.866 -0.586 0.497
N 0.951 2.299 -0.620 -0.556
O -0.242 0.478 -0.025 -0.305
H -2.444 -1.182 0.542 0.302
H -1.584 -2.743 0.419 0.276
H -1.221 -1.294 1.797 0.226
H 0.848 2.476 0.480 0.288
H 1.914 2.840 -0.995 0.322
```

***

Version b
A structure of composition C3H5N3O. Source: OMol25; level of theory: wB97M-V/def2-TZVPD.

HOMO energy = -8.92 eV
HOMO-LUMO gap = 9.676 eV

The geometry in XYZ format:
```
12
Properties=species:S:1:pos:R:3:mulliken_charge:R:1
C -2.580 0.236 0.034 -0.756
C -0.219 -0.313 -0.017 0.487
C 1.385 0.956 0.000 0.026
H -2.445 1.226 -0.139 0.386
H -3.251 -0.203 -0.744 0.271
H -3.045 0.363 1.083 0.230
H 2.069 1.762 -0.261 0.370
H 1.258 -1.776 -0.504 0.287
N -1.385 -0.712 -0.065 -0.556
N 0.100 1.051 -0.042 -0.378
N 0.938 -1.047 0.111 -0.117
O 2.041 -0.211 0.054 -0.249
```

***

Stability check: which of them is least stable? version b.